Entry 1:
A cluster of 11 separate species, C5H32N2O11 in total, computed with the ωB97M-V functional and the def2-TZVPD basis.

Structure (XYZ):
```
50
C5H32N2O11, DFT the ωB97M-V functional and the def2-TZVPD basis
C 0.637 1.787 1.263
C 0.508 0.626 0.603
N 1.464 -0.128 -0.102
C -0.688 -0.196 0.997
C -1.323 -1.174 -0.007
N -2.771 -0.983 -0.245
C -1.222 -2.659 0.396
O -1.784 -2.612 1.695
H 1.505 2.370 1.362
H -0.189 2.172 1.818
H 1.928 -0.755 0.523
H 2.247 0.474 -0.435
H -0.214 -0.804 1.747
H -1.521 0.343 1.531
H -0.871 -0.941 -0.923
H -3.241 -0.078 -0.253
H -3.317 -1.529 0.361
H -1.856 -3.210 -0.290
H -0.148 -2.876 0.439
H -1.736 -3.498 2.121
O 4.009 -1.282 1.323
H 4.006 -1.292 2.279
H 3.257 -1.877 1.160
O -2.861 0.039 2.815
H -3.486 0.768 2.659
H -3.183 -0.749 2.363
O -0.163 3.387 -2.490
H 0.783 3.276 -2.305
H -0.283 2.414 -2.655
O 1.609 -3.128 -1.555
H 1.379 -2.168 -1.457
H 0.779 -3.401 -1.949
O 2.341 2.535 -1.285
H 2.373 2.973 -0.418
H 3.218 2.836 -1.543
O 4.694 1.027 -0.040
H 4.210 1.120 -0.920
H 4.295 0.246 0.412
O -1.784 0.745 -3.316
H -2.674 0.464 -3.389
H -1.248 0.143 -3.835
O 2.001 -3.216 1.020
H 2.171 -3.560 0.104
H 1.079 -3.241 1.194
O -1.532 3.588 -0.177
H -0.674 3.313 0.184
H -1.179 3.512 -1.106
O -3.600 1.428 0.425
H -4.090 1.700 -0.341
H -2.853 2.072 0.243
```

Computed properties:
- LUMO: 0.08 eV
- Frontier orbital gap: 0.3071 hartree
- Total charge: 0

Entry 2:
A cluster of 11 separate species, C5H32N2O11 in total, computed with the ωB97M-V functional and the def2-TZVPD basis.

Structure (XYZ):
```
50
C5H32N2O11, DFT the ωB97M-V functional and the def2-TZVPD basis
C 1.490 2.439 0.233
O 1.391 2.274 -1.195
C 0.139 2.410 0.949
C -0.758 1.219 0.606
C -0.206 -0.141 0.912
C 0.198 -0.952 -0.133
N 0.525 -2.279 -0.049
N -0.100 -0.495 2.224
H 1.949 3.419 0.362
H 2.159 1.674 0.632
H 1.855 1.451 -1.464
H -0.417 3.324 0.720
H 0.338 2.475 2.024
H -1.031 1.284 -0.441
H -1.710 1.292 1.136
H 0.169 -0.569 -1.138
H 1.232 -2.552 -0.728
H 0.790 -2.631 0.864
H -0.388 -1.457 2.433
H -0.638 0.137 2.831
H -2.551 -0.563 2.851
H -3.094 0.867 3.093
O -2.387 0.273 3.328
H -3.103 -2.756 2.417
H -2.492 -2.332 1.044
O -2.497 -2.106 2.005
H -2.614 -2.031 -1.327
H -1.499 -2.812 -0.599
O -2.469 -2.694 -0.617
H 1.789 -0.853 -2.996
H 1.499 -2.174 -3.848
O 1.099 -1.347 -3.498
H -3.470 -0.685 -0.457
H -2.847 -0.056 -1.739
O -3.496 0.087 -1.016
H -1.319 0.522 -3.079
H -0.656 -0.880 -3.131
O -1.535 -0.441 -2.988
H 1.786 0.231 2.814
H 2.623 1.174 3.676
O 2.698 0.542 2.942
H 2.589 -0.875 0.974
H 3.812 -0.098 1.389
O 3.488 -0.675 0.686
H 3.151 -0.204 -0.947
H 3.710 0.319 -2.314
O 2.896 0.036 -1.879
H 0.021 2.247 -2.205
H -1.383 2.788 -2.521
O -0.734 2.173 -2.834
```

Computed properties:
- LUMO (spin up / spin down): -2.97 / -6.44 eV
- <S²>: 0.75
- Frontier orbital gap (spin up / spin down): 0.3822 / 0.2680 hartree
- Spin multiplicity: 2
- Total charge: +1

Entry 3:
A cluster of 11 separate species, C5H32N2O11 in total, computed with the ωB97M-V functional and the def2-TZVPD basis.

Structure (XYZ):
```
50
C5H32N2O11, DFT the ωB97M-V functional and the def2-TZVPD basis
O 4.249 -0.228 1.446
C 3.640 0.158 0.454
C 2.094 -0.027 0.284
C 1.581 0.470 -1.108
C 0.103 0.003 -1.231
C -0.689 1.030 -1.641
N -0.607 -1.291 -0.978
N 1.371 0.703 1.387
H 3.937 0.653 -0.471
H 2.105 -1.122 0.451
H 1.681 1.587 -1.184
H 2.135 0.054 -1.993
H -0.207 1.995 -1.743
H -1.718 1.079 -1.669
H -0.063 -2.101 -1.420
H -1.570 -1.118 -1.394
H -0.814 -1.610 -0.010
H 0.361 0.199 1.575
H 1.137 1.766 1.082
H 1.912 0.617 2.279
H -1.430 -0.784 1.766
H -0.578 -0.459 3.085
O -0.556 -0.790 2.162
H 3.578 2.363 2.347
H 2.618 3.375 1.945
O 2.691 2.410 2.084
H 3.510 1.619 -3.299
H 2.572 0.489 -3.617
O 2.599 1.367 -3.362
H -2.524 3.170 2.912
H -2.562 1.761 3.389
O -2.229 2.341 2.688
H 1.663 -3.701 -1.873
H 0.371 -3.837 -2.666
O 1.006 -3.213 -2.250
H 0.136 3.929 0.869
H 0.373 4.015 -0.542
O 0.586 3.414 0.235
H -3.320 -2.131 -2.703
H -3.285 -0.451 -2.815
O -3.145 -1.190 -2.250
H -3.793 -1.448 2.494
H -3.844 -2.143 1.180
O -3.217 -1.697 1.755
H -1.571 -4.154 0.736
H -1.129 -4.953 -0.471
O -1.238 -4.183 -0.168
H -2.253 1.268 1.188
H -3.240 0.161 0.619
O -2.426 0.637 0.443
```

Computed properties:
- LUMO (spin up / spin down): -11.16 / -15.21 eV
- <S²>: 0.76
- Frontier orbital gap (spin up / spin down): 0.3105 / 0.1432 hartree
- Spin multiplicity: 2
- Total charge: +3

Entry 4:
A cluster of 10 separate species, C5H32N2O9 in total, computed with the ωB97M-V functional and the def2-TZVPD basis.

Structure (XYZ):
```
48
C5H32N2O9, DFT the ωB97M-V functional and the def2-TZVPD basis
C -1.449 -2.456 3.257
C -1.268 -1.617 2.012
N -2.241 -1.979 1.011
C -1.374 -0.094 2.517
C -0.015 0.416 3.005
C 1.044 1.231 2.143
N 0.820 2.702 2.189
H -0.994 -1.968 4.086
H -1.067 -3.510 3.177
H -2.436 -2.785 3.641
H -0.300 -1.839 1.526
H -3.058 -1.389 0.831
H -1.627 -1.811 0.131
H -2.042 -0.192 3.419
H -1.920 0.640 1.814
H -0.202 0.831 3.984
H 0.459 -0.474 3.467
H 0.960 0.817 1.166
H 2.116 1.109 2.292
H 1.550 3.057 2.890
H -0.049 3.028 2.619
O 2.221 -4.820 -0.014
H 2.783 -4.022 -0.124
H 2.168 -4.833 0.931
O -1.447 0.095 -3.687
H -1.843 0.508 -4.447
H -1.950 -0.502 -3.108
O -1.256 -2.150 -2.092
H -1.027 -2.679 -2.890
H -2.199 -2.300 -1.962
O 1.985 3.334 -0.650
H 2.904 2.962 -0.743
H 1.557 3.218 0.210
O 1.495 -0.349 -1.011
H 0.648 -0.649 -1.478
H 1.662 0.282 -1.795
O 1.128 1.425 -3.027
H 0.373 0.972 -3.311
H 0.844 2.337 -2.642
O 0.404 3.941 -2.510
H 1.340 4.139 -2.436
H 0.170 3.816 -1.585
O -3.299 1.742 -3.477
H -2.551 2.084 -2.940
H -3.898 1.748 -2.707
O 3.907 -1.391 -1.490
H 3.957 -1.611 -0.569
H 3.016 -1.015 -1.625
```

Computed properties:
- LUMO: -0.06 eV
- Frontier orbital gap: 0.3384 hartree
- Total charge: 0